DFT (ωB97M-V/def2-TZVPD) results for C37H37BrCdN7O2S as an isolated structure.

The total energy is -138934.87902 eV. The value obtained for the energy relative to the best compared isomer or geometry (same formula, charge and spin) is 0.0 kJ/mol.

```
! RIJCOSX wB97M-V def2-TZVPD def2/J DEFGRID3
* xyz 1 1
Cd 0.63175 -0.55571 -0.85409
C 3.44793 -1.21439 0.71200
C 3.34584 0.29990 0.95914
C 2.14190 0.64441 1.78655
C 2.23525 1.24816 3.03112
C 1.07837 1.50325 3.75119
C -0.14449 1.13920 3.21284
C -0.15924 0.54431 1.96399
N 0.95554 0.30562 1.26798
N 2.99197 -1.60086 -0.63645
C 3.86389 -1.03618 -1.67201
C 3.23124 -0.10743 -2.69078
C 4.03247 0.36730 -3.72553
C 3.49208 1.22732 -4.65847
C 2.15889 1.59800 -4.53234
C 1.43535 1.08638 -3.47799
N 1.95767 0.24210 -2.57995
C 2.86898 -3.06263 -0.73790
C 1.62171 -3.57834 -1.42686
C 1.40169 -4.94852 -1.48532
C 0.28522 -5.41813 -2.14915
C -0.57740 -4.50609 -2.74276
C -0.28866 -3.16463 -2.62173
N 0.79030 -2.70576 -1.97826
H 2.81721 -1.74255 1.42918
H 4.47975 -1.55452 0.87453
H 3.26869 0.83283 0.00767
H 4.24606 0.67204 1.44690
H 3.20643 1.50916 3.42608
H 1.13511 1.97350 4.72340
H -1.07327 1.30436 3.73955
H -1.08680 0.24430 1.48789
H 4.34217 -1.84564 -2.23174
H 4.68294 -0.48151 -1.20235
H 5.06673 0.05743 -3.78507
H 4.09758 1.60705 -5.46969
H 1.68774 2.26653 -5.23748
H 0.39563 1.33921 -3.33203
H 2.91928 -3.49907 0.26156
H 3.72724 -3.47388 -1.28441
H 2.09433 -5.62743 -1.00626
H 0.08343 -6.47898 -2.19703
H -1.47081 -4.82067 -3.25890
H -0.95584 -2.41685 -3.03163
C -5.07448 -0.65586 5.13576
C -4.32784 -1.03830 3.89086
C -2.95937 -1.29791 3.93086
C -2.27426 -1.69513 2.79548
C -2.95995 -1.83345 1.59504
C -4.32510 -1.59222 1.53612
C -4.99565 -1.19101 2.68040
S -2.07388 -2.33764 0.15336
O -3.00932 -3.01934 -0.70738
O -0.88474 -3.01616 0.61379
N -1.51277 -0.99930 -0.53129
C -2.22519 -0.13033 -1.32818
C -3.57141 -0.22356 -1.70803
C -4.10089 0.77623 -2.49414
C -3.30545 1.84698 -2.90059
C -1.98521 1.83950 -2.50806
N -1.44672 0.87819 -1.75444
H -4.42583 -0.14585 5.84576
H -5.47188 -1.54223 5.63171
H -5.91541 -0.00329 4.90656
H -2.42929 -1.20987 4.87136
H -1.21907 -1.92690 2.83357
H -4.86364 -1.75333 0.61517
H -6.06254 -1.01274 2.63534
H -4.15661 -1.07844 -1.41554
H -5.13637 0.71985 -2.80219
H -3.69519 2.64991 -3.50777
H -1.31313 2.64036 -2.79895
C -1.13747 4.44104 1.89104
C 0.08645 4.19250 1.05963
C 1.22780 4.98504 1.15835
C 2.33801 4.69736 0.38751
C 2.25413 3.60134 -0.45850
Br 3.76311 3.17710 -1.54325
N 1.20054 2.82887 -0.58050
C 0.13454 3.13499 0.16310
H -1.26687 5.50281 2.09667
H -1.06284 3.92493 2.85038
H -2.03385 4.07821 1.38974
H 1.24589 5.83141 1.83280
H 3.23487 5.29556 0.43284
H -0.72500 2.48808 0.03024
*
```

Atomic partial charges in e from the Löwdin method, atoms 1 to 4: atom 1 (Cd): 1.437, atom 2 (C): -0.176, atom 3 (C): -0.120, atom 4 (C): -0.289

=====

DFT (ωB97M-V/def2-TZVPD) results for C37H37F5P2W as an isolated structure.

The total energy is -72935.14806 eV. Its expectation value of S² is 2.016. The value obtained for the energy relative to the best compared isomer or geometry (same formula, charge and spin) is 193.3 kJ/mol.

```
! RIJCOSX wB97M-V def2-TZVPD def2/J DEFGRID3
* xyz 2 3
W -1.85395 -0.04752 0.61480
C 0.99654 3.40858 2.85109
C 1.54859 3.47090 1.64492
C 2.89890 2.92808 1.25870
C 3.14327 1.37492 1.14119
C 2.41023 0.40362 1.95121
C 1.82639 0.55187 3.13064
C 2.17694 1.48756 4.18574
C 1.75031 2.94658 4.09748
C -1.44186 -2.03783 0.70439
H 0.29142 4.21335 3.13796
H 1.04355 4.05568 0.87381
H 3.73863 3.34391 1.86179
H 3.04527 3.30709 0.24210
H 3.00942 1.12213 0.07296
H 4.22617 1.27740 1.38940
H 2.21631 -0.52547 1.35811
H 0.95713 -0.13827 3.34871
H 3.28111 1.46681 4.28615
H 1.71778 1.07802 5.11353
H 1.09661 3.18813 4.95435
H 2.63885 3.56230 4.33466
H -1.46071 -2.37222 1.78239
H -0.34752 0.17042 1.20997
H -2.55381 -1.70084 0.28513
P -1.00388 0.97769 -1.13887
P -0.01173 -2.20055 -0.15281
C 0.63519 0.28780 -1.43842
C 0.85461 -1.03867 -1.29368
C -1.95997 0.29659 -2.55344
C -1.34589 0.31938 -3.81249
C -2.00677 -0.23288 -4.90318
C -3.26303 -0.78804 -4.75199
C -3.86503 -0.81765 -3.50959
C -3.21801 -0.25928 -2.39049
C -1.12808 2.76442 -1.59223
C -0.01983 3.61648 -1.57013
C -0.20724 4.99290 -1.79937
C -1.45979 5.50905 -2.11957
C -2.54540 4.64058 -2.18837
C -2.38450 3.29558 -1.90211
C -0.31900 -3.66974 -1.24149
C -1.16792 -3.49121 -2.33855
C -1.37110 -4.53243 -3.24569
C -0.75543 -5.76298 -3.06514
C 0.01950 -5.96753 -1.93416
C 0.22690 -4.94287 -1.01881
C 1.41224 -2.85378 0.85758
C 1.12886 -3.32704 2.14097
C 2.14196 -3.72913 3.00828
C 3.46542 -3.71497 2.60036
C 3.77722 -3.29125 1.30811
C 2.76015 -2.88013 0.41768
H 1.42333 0.96534 -1.76447
H 1.58933 -1.56980 -1.92353
H -0.35296 0.75408 -3.90445
H -1.52112 -0.21223 -5.87644
H -3.77271 -1.18365 -5.59507
H -4.84277 -1.25723 -3.37737
H -3.67998 -0.28565 -1.38881
H 0.96302 3.20399 -1.36900
H 0.66008 5.65231 -1.74875
H -1.57700 6.57385 -2.29935
H -3.52529 5.01985 -2.44148
H -3.25179 2.61325 -1.98670
H -1.70401 -2.54097 -2.44830
H -2.00809 -4.36837 -4.11326
H -0.85840 -6.54436 -3.80283
H 0.47187 -6.94513 -1.75431
H 0.79539 -5.11911 -0.10394
H 0.08465 -3.39544 2.46574
H 1.87792 -4.04096 4.00732
H 4.26296 -4.03787 3.27424
H 4.80290 -3.27855 0.97738
H 3.03285 -2.57751 -0.58730
F -0.78510 1.43199 3.18594
C -1.99902 0.98320 2.60137
F -2.55620 0.14571 3.58158
C -2.86826 2.24265 2.52554
F -3.29205 2.53590 3.79678
F -2.10977 3.29692 2.09612
F -4.00476 2.20227 1.76978
*
```

Atomic partial charges in e from the Löwdin method, atoms 1 to 4: atom 1 (W): 1.103, atom 2 (C): -0.123, atom 3 (C): -0.119, atom 4 (C): -0.160

=====

DFT (ωB97M-V/def2-TZVPD) results for C37H38BIrN4O6P2S as an isolated structure.

The total energy is -90155.50391 eV. Its expectation value of S² is 0.753. The value obtained for the energy relative to the best compared isomer or geometry (same formula, charge and spin) is 240.3 kJ/mol.

```
! RIJCOSX wB97M-V def2-TZVPD def2/J DEFGRID3
* xyz 1 2
Ir -0.02916 0.91892 -0.73553
C -1.75032 -1.45018 -2.01607
C -2.67378 -1.55287 -0.78346
P -3.48262 -0.02428 -0.18314
C -2.72476 0.49940 1.37478
C -2.83848 -0.36618 2.46235
C -2.26877 -0.03795 3.67951
C -1.58836 1.16419 3.82621
C -1.51017 2.04760 2.76068
C -2.08966 1.72742 1.53824
C -5.14632 -0.51569 0.35209
C -6.04791 0.53133 0.55537
C -7.33449 0.26891 0.99486
C -7.73351 -1.03965 1.22867
C -6.84617 -2.08616 1.02075
C -5.55691 -1.83028 0.57969
P 0.01221 -1.07726 -1.74738
C 0.74797 -1.06890 -3.40481
C 1.85659 -0.29786 -3.72876
C 2.43226 -0.38419 -4.98605
C 1.90489 -1.24214 -5.93781
C 0.79931 -2.01933 -5.62296
C 0.22815 -1.93931 -4.36377
C 0.73906 -2.52894 -0.94919
C 2.06813 -2.45600 -0.53300
C 2.66137 -3.54567 0.08346
C 1.93808 -4.71455 0.28002
C 0.62048 -4.79305 -0.14199
C 0.01808 -3.70278 -0.75553
H -2.07487 -0.68272 -2.71850
H -1.80427 -2.40716 -2.53759
H -2.17740 -1.99801 0.08447
H -3.48779 -2.22261 -1.06223
H -3.35990 -1.31074 2.35800
H -2.34754 -0.72304 4.51302
H -1.13794 1.41723 4.77694
H -1.01946 3.00475 2.87983
H -2.07015 2.45020 0.73263
H -5.74258 1.55368 0.36278
H -8.02795 1.08503 1.14594
H -8.73901 -1.24508 1.57064
H -7.15741 -3.10600 1.20367
H -4.87958 -2.66205 0.43331
H 2.28016 0.38427 -3.01079
H 3.29281 0.22719 -5.22306
H 2.35180 -1.30531 -6.92069
H 0.37640 -2.68978 -6.35877
H -0.62885 -2.56558 -4.15089
H 2.63682 -1.54775 -0.67282
H 3.69066 -3.48129 0.41094
H 2.40407 -5.56449 0.76059
H 0.05438 -5.70296 0.00824
H -1.01594 -3.78319 -1.06256
O -0.65990 2.93002 -1.46340
S -1.66853 2.25197 -2.38227
O -2.69583 3.11019 -2.84981
O -2.22831 1.20680 -1.29165
O -0.95760 1.43411 -3.34170
O 1.54419 0.28649 1.72437
B 0.49787 -0.13374 0.89921
O -0.10422 -1.27282 1.42685
C 0.58659 -1.56221 2.58258
C 0.39062 -2.59863 3.46240
C 1.24232 -2.64418 4.56609
C 2.23590 -1.68946 4.75466
C 2.42656 -0.64779 3.84687
C 1.57818 -0.61391 2.76588
H -0.38192 -3.33911 3.30362
H 1.12913 -3.44125 5.28835
H 2.87894 -1.75848 5.62138
H 3.19863 0.09701 3.98274
C 5.16532 3.94625 1.06422
C 4.58495 4.77359 -0.07849
C 3.27367 5.44197 0.32264
C 4.43814 3.95210 -1.35929
N 3.54648 2.80018 -1.18760
C 2.22333 2.73815 -1.24466
N 1.88835 1.49377 -0.93993
N 3.02800 0.81590 -0.68893
N 4.02377 1.59509 -0.83918
H 5.42171 4.59345 1.90230
H 6.06494 3.40883 0.76170
H 4.44161 3.21207 1.42726
H 5.30061 5.55756 -0.34285
H 2.51990 4.70358 0.61046
H 2.86557 6.05871 -0.48036
H 3.42829 6.08293 1.19001
H 5.39172 3.53666 -1.67884
H 4.02582 4.55092 -2.17079
H 1.53355 3.51411 -1.53415
*
```

Atomic partial charges in e from the Löwdin method, atoms 1 to 4: atom 1 (Ir): 1.178, atom 2 (C): -0.330, atom 3 (C): -0.294, atom 4 (P): 1.180